[1]
Molecular formula: C9H14O
Method: DFT, wB97M-V/def2-TZVPD

Each line ends with the Mulliken charge.
Element x y z (Å)
C: 0.925 0.043 -3.222  -0.5595
H: -2.213 2.361 -1.444  0.3266
C: -0.048 -0.033 -0.667  0.0141
H: -0.461 -0.063 0.348  -0.0885
C: -0.122 -0.010 4.315  -0.9127
C: -0.756 0.752 -1.575  0.5393
H: -2.202 1.346 -0.042  0.3468
C: 1.162 -0.611 -0.961  -0.2500
H: 1.085 -0.041 -4.291  0.2563
H: 1.567 -1.442 -0.378  0.2939
O: 2.901 -1.178 -2.496  -0.5120
H: -2.969 0.784 -1.422  0.2767
C: -0.032 -0.952 3.084  -0.6317
C: -2.041 1.321 -1.124  -1.3651
H: -0.096 -2.003 3.363  0.3767
H: -1.124 0.338 4.547  0.2856
H: -0.517 1.558 -3.551  0.3307
H: 0.864 -0.699 2.513  0.1608
H: 0.321 0.923 3.946  0.2833
H: 0.389 -0.385 5.188  0.2835
H: 2.855 -1.346 -3.440  0.2984
H: -0.925 -0.814 2.456  0.1784
C: -0.227 0.764 -2.880  -0.5361
C: 1.664 -0.616 -2.266  0.6049

The SMILES is Cc1ccc(O)cc1.CC. The gap between HOMO and LUMO is 9.38 eV. For the relative energy (zero: lowest compared OMol25 entry of this formula, charge and spin), the calculation gives 1.080 eV. As for the max |F|: 2.3 eV/A. The calculation puts the HOMO energy at -8.47 eV.

[2]
Molecular formula: C34H33N2S2SbW
Method: DFT, wB97M-V/def2-TZVPD

Each line ends with the Mulliken charge.
Element x y z (Å)
C: 0.276 -2.647 4.157  -0.6206
C: 2.528 1.488 6.723  -0.5548
C: 2.367 -0.556 -1.888  -1.0940
C: 2.919 0.666 0.141  -1.0805
H: 5.054 -3.447 1.521  0.4729
H: 1.091 -2.158 4.680  0.5022
C: -3.974 -1.347 -2.999  -0.7385
H: 2.989 0.562 1.229  0.2828
N: 2.141 -0.451 -0.424  1.1182
C: -1.838 -3.875 2.834  -0.5984
C: -1.755 1.331 3.059  0.6736
H: 0.601 1.553 7.660  0.4297
C: 2.428 -1.715 0.262  -0.1168
C: 3.221 1.263 5.547  -0.6855
H: -2.656 -4.354 2.317  0.4547
H: 4.543 -1.345 0.436  0.4958
C: 0.047 -4.005 4.321  -0.6760
H: -2.274 -1.927 2.028  0.5209
H: 1.228 -0.718 -3.695  0.6382
W: 0.080 -0.150 0.130  0.9549
C: -2.407 -0.230 -1.579  1.0851
C: -3.921 1.785 3.970  -0.7107
C: -1.617 -2.517 2.666  -0.6186
H: -0.842 1.884 -2.307  0.4356
C: 1.423 -2.680 0.472  0.9515
C: -3.708 -0.615 -1.854  -0.9220
C: 1.150 1.351 6.754  -0.7279
H: 0.953 -4.610 1.236  0.5203
H: -0.862 -1.499 -4.309  0.4544
H: 3.935 0.708 -0.260  0.4678
H: 3.114 -1.328 -2.100  0.3453
H: 3.066 1.778 7.612  0.4114
S: -2.043 0.705 -0.117  -0.2507
C: 1.167 0.723 4.442  0.5253
C: 4.033 -3.230 1.255  -0.9048
H: 4.291 1.400 5.515  0.4293
C: 3.733 -2.027 0.641  -0.8246
N: -0.034 -0.059 -2.092  1.0748
S: -0.241 -2.482 -0.092  -0.2950
C: 3.032 -4.159 1.493  -0.8139
H: 0.795 -1.939 -2.469  0.4852
C: -1.359 -0.559 -2.445  -0.1835
C: -0.996 -4.620 3.648  -0.6051
C: -2.862 3.396 2.536  -0.5762
H: -0.933 2.851 1.767  0.4027
C: 0.060 1.332 -2.584  -1.0038
H: -4.987 -1.653 -3.207  0.4446
H: 0.933 1.850 -2.172  0.3039
C: 1.739 -3.885 1.095  -0.9834
H: -2.808 -0.014 4.360  0.4492
C: 1.064 -0.888 -2.623  -1.0754
C: -1.644 -1.259 -3.607  -0.5312
C: 0.467 0.971 5.612  -0.4014
H: -4.763 1.485 4.577  0.4356
C: -1.773 2.552 2.394  -0.7458
H: -0.612 0.878 5.626  0.3788
C: -2.825 0.942 3.846  -0.4037
H: 2.758 0.399 -2.248  0.6233
C: -0.555 -1.908 3.327  0.5020
H: 0.120 1.356 -3.676  0.3012
H: -3.154 -2.237 -4.761  0.4523
H: -4.494 -0.348 -1.165  0.5452
C: -2.947 -1.668 -3.869  -0.8513
H: -4.785 3.669 3.430  0.4276
H: 3.262 -5.105 1.951  0.4990
H: -1.156 -5.681 3.764  0.4163
H: 2.418 1.615 -0.104  0.3726
H: 0.695 -4.579 4.966  0.4687
C: 2.544 0.874 4.402  -0.4246
Sb: -0.019 0.100 2.766  1.2035
H: 3.103 0.700 3.489  0.1956
H: -2.873 4.353 2.035  0.4419
C: -3.936 3.010 3.322  -0.5754

As for the expectation value of S²: 2.036. The gap between HOMO and LUMO (alpha / beta) is 6.00 / 6.69 eV. As for the total charge: +2. As for the max |F|: 2.8 eV/A. The calculation puts the HOMO energy (alpha / beta) at -13.62 / -13.89 eV. Its spin multiplicity is 3.

[3]
Molecular formula: C4H29N2O12
Method: DFT, wB97M-V/def2-TZVPD

Each line ends with the Mulliken charge.
Element x y z (Å)
O: -1.339 3.125 -2.539  -0.6827
H: 2.367 2.170 -2.270  0.3072
C: 0.138 -0.069 -0.658  0.3621
H: -2.640 -2.093 -2.522  0.3716
H: -3.978 0.730 -0.038  0.3159
O: -1.326 -0.805 2.352  -0.6957
H: -3.178 2.766 2.321  0.3121
H: 1.032 -3.773 1.602  0.4050
H: -2.792 -1.547 -0.813  0.1515
H: -2.064 -0.445 -1.977  0.2230
H: 2.003 -1.724 2.568  0.2611
O: 4.097 -1.911 1.090  -0.6479
H: -1.035 3.352 -1.653  0.3402
H: -0.857 0.308 -0.470  0.1324
C: 0.683 1.469 1.106  -0.6545
N: 1.146 0.240 0.356  -0.0509
O: 2.864 1.422 -1.926  -0.6867
H: 0.492 -1.926 2.533  0.4270
H: -0.627 3.375 1.512  0.2755
H: 3.877 -0.786 -2.121  0.2928
H: -0.720 -3.081 -1.730  0.2843
N: -0.897 -2.111 -1.512  -0.1320
H: 2.983 -2.030 -1.941  0.4134
C: -2.211 -1.486 -1.730  -0.6074
O: -3.237 2.308 1.481  -0.7484
C: 0.238 -1.498 -1.109  -0.0936
H: 2.451 1.221 -1.072  0.3738
H: -2.312 2.009 1.325  0.4866
H: 0.436 0.576 -1.496  0.2146
H: 4.282 -1.349 0.325  0.3796
H: -1.758 2.263 -2.451  0.3049
H: 3.136 -1.833 1.080  0.3083
O: 1.288 -2.127 -1.016  -0.7357
O: -3.833 1.009 -0.954  -0.6227
H: 1.097 1.510 2.118  0.3618
H: -1.804 4.273 1.081  0.3212
O: 1.297 -2.213 2.994  -0.6586
H: -1.028 0.113 2.074  0.2733
H: 1.529 -3.714 0.188  0.3467
H: -2.036 -1.050 1.756  0.2675
O: 3.847 -1.739 -2.253  -0.6894
H: 0.990 2.316 0.467  0.3440
H: 1.297 -0.530 0.988  -0.2088
H: -3.441 1.864 -0.722  0.3434
O: -0.698 1.490 1.212  -0.8574
O: 1.229 -4.357 0.856  -0.6895
O: -0.989 4.285 1.590  -0.7392

The gap between HOMO and LUMO is 8.82 eV. As for the total charge: -1. For the relative energy (zero: lowest compared OMol25 entry of this formula, charge and spin), the calculation gives 1.059 eV. As for the max |F|: 1.8 eV/A. The calculation puts the HOMO energy at -6.25 eV.

[4]
Molecular formula: C16H16F2N2O2S3
Method: DFT, wB97M-V/def2-TZVPD

Each line ends with the Mulliken charge.
Element x y z (Å)
H: -1.245 -3.108 -1.113  0.4631
C: 1.600 0.144 -0.674  -0.0450
C: -1.500 3.417 0.051  -0.3014
C: 2.871 -0.730 -0.977  -0.6327
C: 1.252 4.484 0.881  -0.4936
H: -2.360 4.957 1.572  0.2861
H: 2.272 4.910 1.200  0.2870
C: -0.249 2.747 -0.637  0.6958
S: -0.084 -4.038 3.498  1.1170
C: 1.138 3.348 -0.192  -0.2781
H: -3.289 -1.845 -0.992  0.4065
C: -1.261 -2.577 -0.104  -0.2658
H: -0.810 -4.562 0.836  0.4179
H: 3.439 -1.218 -0.121  0.3360
C: 0.816 0.860 -1.802  -0.1153
O: -1.109 -5.139 3.510  -0.5351
F: -0.910 -1.807 2.770  -0.1889
C: -2.636 -1.689 -0.068  -0.7019
H: 2.117 2.954 -0.639  0.2957
H: -2.545 3.044 -0.208  0.3302
O: 1.267 -4.664 3.297  -0.5386
C: 1.346 0.657 -3.267  -0.3629
H: 2.987 -0.398 -4.647  0.2925
H: -2.234 -3.646 1.671  0.4465
C: 3.413 -0.931 -2.443  -0.4254
H: 4.342 -1.569 -2.609  0.3393
S: -2.556 0.527 -2.778  -0.1900
H: -3.299 -1.971 0.837  0.3513
F: -0.186 -3.163 4.942  -0.2255
S: -2.099 0.084 0.190  0.0349
H: 0.104 5.912 2.383  0.3257
N: -0.401 1.680 -1.640  0.1737
H: 1.247 0.266 0.402  0.4698
H: -0.364 -1.853 -0.019  0.0037
C: -1.207 -3.549 1.176  -0.6931
N: -0.302 -2.895 2.186  0.0848
C: -0.013 5.103 1.589  -0.4732
C: -1.389 4.538 1.113  -0.4628
C: 2.606 -0.227 -3.573  -0.4110
H: 0.833 1.108 -4.185  0.3510
C: -1.598 0.840 -1.414  -0.1681

The SMILES is O=S(=O)(F)N(F)CCCSC(=S)N(c1ccccc1)c1ccccc1. The gap between HOMO and LUMO is 7.13 eV. As for the max |F|: 6.8 eV/A. The calculation puts the HOMO energy at -8.28 eV.

[5]
Molecular formula: C4H14NO2
Method: DFT, wB97M-V/def2-TZVPD

Each line ends with the Mulliken charge.
Element x y z (Å)
H: 1.308 0.370 2.207  0.3960
H: -2.451 0.190 -1.677  0.3928
H: 1.743 -2.098 -2.089  0.3131
C: 0.532 2.115 0.170  -1.3598
H: -0.942 1.045 1.364  0.4370
N: -0.785 0.058 -0.443  -0.1417
C: -1.690 0.868 -1.280  -0.8783
H: -1.220 1.303 -2.157  0.3084
H: -0.017 -0.399 -0.973  0.3639
H: 1.006 1.963 -0.799  0.3730
H: -1.211 -0.719 0.065  0.4075
C: 0.849 -0.115 1.348  -0.6987
H: -2.209 1.576 -0.645  0.3623
O: 0.072 -1.231 1.746  -0.5363
H: -0.149 2.951 0.082  0.4040
C: -0.114 0.856 0.692  0.0754
H: 0.649 -1.995 1.853  0.3282
O: 0.874 -1.949 -1.690  -0.6272
H: 0.613 -2.853 -1.469  0.2893
H: 1.329 2.421 0.836  0.4021
H: 1.662 -0.327 0.644  0.3889

The gap between HOMO and LUMO is 12.02 eV. As for the total charge: +1. For the relative energy (zero: lowest compared OMol25 entry of this formula, charge and spin), the calculation gives 0.714 eV. As for the max |F|: 1.7 eV/A. The calculation puts the HOMO energy at -14.94 eV.

[6]
Molecular formula: C6H5Br3N2O2S
Method: DFT, wB97M-V/def2-TZVPD

Each line ends with the Mulliken charge.
Element x y z (Å)
C: 1.489 1.714 1.228  -0.3548
O: -1.718 -1.921 -1.009  -0.4008
N: 0.582 2.604 1.074  -0.5289
Br: -2.814 -0.072 1.968  -0.0252
C: -0.335 2.342 0.175  -0.5367
N: 0.706 -0.997 -1.240  -0.1908
S: -0.466 -1.998 -1.727  0.9238
O: 0.238 -3.272 -1.903  -0.5713
C: 1.527 0.503 0.558  -0.3115
H: 2.212 1.926 2.078  0.3134
C: -0.315 1.237 -0.691  -0.0299
H: 2.244 -0.273 0.891  0.2831
Br: -0.904 -1.150 -3.686  -0.1329
C: 0.642 0.228 -0.552  0.6799
H: 1.629 -1.498 -1.298  0.3158
Br: -0.601 -2.208 2.278  -0.0015
H: -0.956 3.252 0.245  0.3999
H: -1.073 1.014 -1.491  0.1626
C: -2.086 -1.433 3.101  0.0059

As for the expectation value of S²: 2.010. The gap between HOMO and LUMO (alpha / beta) is 8.19 / 7.57 eV. As for the max |F|: 3.9 eV/A. The calculation puts the HOMO energy (alpha / beta) at -8.50 / -10.02 eV. Its spin multiplicity is 3.

[7]
Molecular formula: C20H27FN4O4
Method: DFT, wB97M-V/def2-TZVPD

Each line ends with the Mulliken charge.
Element x y z (Å)
H: 1.080 4.593 1.322  0.3899
C: 2.114 1.265 0.624  0.9878
H: -2.261 -3.265 -1.748  0.4637
H: 1.038 -0.515 1.003  0.1296
C: 0.005 4.514 1.168  -1.6424
H: -2.401 0.176 3.685  0.2747
C: 2.135 -0.818 -0.694  0.1827
N: 2.020 -3.104 -1.663  0.9166
C: -3.368 0.411 3.237  -0.7936
H: -0.492 4.649 2.129  0.3321
C: -1.040 1.007 1.537  0.5332
H: 4.203 0.936 0.218  0.4201
H: -0.763 1.431 -2.034  0.2811
H: 0.310 -0.311 -3.438  0.4429
H: 0.131 3.054 -0.414  0.1188
C: -2.537 -1.255 -1.004  0.0630
H: 0.133 -5.951 -0.464  0.3667
C: -1.095 0.401 -1.956  -0.0279
N: -0.156 2.041 1.403  0.5181
F: -0.405 -2.791 -3.476  -0.4459
H: 3.782 0.866 1.939  0.3673
O: -3.330 0.293 1.827  -0.3643
C: 1.236 1.774 1.762  -2.0435
C: -0.495 -0.559 -2.759  -0.6751
H: 1.243 1.055 2.579  0.4759
H: 3.846 -2.539 -2.524  0.3405
N: 1.734 -0.119 0.387  0.1833
C: 0.717 -4.167 -0.379  -0.2429
O: 2.844 -0.346 -1.574  -0.7075
H: -3.918 0.996 -0.358  0.4890
H: -2.803 2.251 1.553  0.6683
H: 2.421 -2.207 -3.515  0.2368
C: -0.956 -1.855 -2.677  0.4413
H: 1.663 2.702 2.143  0.4457
H: 3.873 2.430 1.107  0.4121
H: -2.646 2.113 -0.791  0.5889
H: -3.675 1.422 3.531  0.3048
H: 0.285 -2.495 1.024  0.6644
H: -4.109 -0.300 3.592  0.3140
C: 0.801 -2.881 0.161  0.2861
H: -3.327 -1.525 -0.315  0.4341
C: 2.871 -2.915 -2.822  -0.8046
C: -2.839 1.155 -0.309  -1.8112
C: -1.955 -2.229 -1.799  -0.7338
O: -0.697 -0.079 1.981  -0.7076
O: -0.019 -5.191 0.111  -0.5100
C: -2.130 0.075 -1.087  0.2562
H: 2.964 -3.889 -3.293  0.2774
N: 1.453 -4.307 -1.465  -1.1808
C: 3.587 1.382 0.996  -1.6662
H: 1.937 1.841 -0.290  0.2141
C: -0.397 3.189 0.534  -0.0746
H: -1.455 3.228 0.300  0.3236
C: -2.525 1.249 1.193  -0.0934
C: 1.653 -2.222 -0.709  -0.0598
H: -0.288 5.334 0.511  0.4406

The SMILES is CCN(C[C@@H](C)NC(=O)c1cc(O)nn1C)C(=O)[C@@H](Cc1ccc(F)cc1)OC. The gap between HOMO and LUMO is 8.92 eV. For the relative energy (zero: lowest compared OMol25 entry of this formula, charge and spin), the calculation gives 0.052 eV. As for the max |F|: 0.5 eV/A. The calculation puts the HOMO energy at -8.43 eV.

[8]
Molecular formula: C23H42AlBBrO10
Method: DFT, wB97M-V/def2-TZVPD

Each line ends with the Mulliken charge.
Element x y z (Å)
H: -2.460 -4.715 -3.285  0.2972
H: -2.001 0.875 0.249  0.2253
C: 0.232 -4.052 -8.666  -0.4241
O: -3.032 -4.522 -7.703  -0.5999
H: -0.764 -4.190 -3.460  0.2927
O: -2.876 -1.808 -3.427  -0.3391
C: -1.192 -0.196 1.957  0.7350
H: 0.073 -1.683 -1.215  0.1746
C: -0.261 -0.956 5.192  -0.7385
H: 0.399 2.955 10.109  0.2599
H: 1.979 2.256 7.591  0.2800
H: 1.042 3.719 7.936  0.2961
O: 2.892 9.197 0.618  -0.5913
H: -1.705 -5.736 -9.915  0.2705
H: 1.592 -2.518 -1.691  0.2189
H: 3.402 0.466 -1.435  0.2278
H: -2.822 -1.629 2.032  0.2976
H: 0.726 -5.959 -9.624  0.3221
C: 1.105 -1.900 -0.930  -0.8690
H: -2.484 -0.171 4.635  0.2644
H: -0.007 2.645 1.553  0.3258
Al: 1.645 0.810 0.880  0.2326
H: 1.101 0.084 9.363  0.2497
H: -0.315 0.091 4.891  0.2971
H: 1.094 -2.466 0.006  0.3196
H: -3.303 -0.016 2.476  0.4207
O: -0.067 2.032 7.505  -0.3344
H: -3.152 -1.789 4.321  0.4043
H: -2.032 1.727 1.788  0.3618
C: -3.187 -2.351 -4.723  -0.5823
H: -0.559 -1.068 6.234  0.2728
H: -1.227 -2.905 -5.405  0.2251
C: -0.483 0.990 8.263  0.5981
C: -1.420 1.081 1.150  -0.8240
H: -0.238 0.677 10.380  0.3030
H: -4.187 -2.790 -4.685  0.2662
C: 2.943 6.761 0.495  -0.3565
H: 3.005 4.945 -0.752  0.0932
C: 2.838 6.826 -1.866  -0.4586
H: -3.187 -1.547 -5.455  0.3043
C: 1.091 2.645 8.093  -0.4223
C: -2.493 -0.742 2.575  -0.8161
Br: 3.416 2.471 0.717  -0.5271
H: 1.938 6.492 0.823  0.2216
C: -1.803 -3.896 -3.583  -0.5126
H: 3.641 6.664 1.321  0.2806
H: -2.420 -4.159 -5.684  0.0161
C: -2.111 -3.390 -4.990  0.0507
C: 0.157 -5.565 -8.784  -0.4983
C: 0.375 0.886 9.509  -0.4905
H: 3.432 6.747 -2.774  0.2954
C: 3.374 5.967 -0.733  -0.1758
O: 2.979 -0.392 -1.602  -0.5397
H: -0.729 -0.962 1.340  -0.1364
H: 0.239 -3.560 -9.642  0.2571
H: -0.235 2.345 -0.153  0.4667
C: -1.911 -4.621 -8.112  0.6254
O: 2.903 8.183 -1.380  -0.3553
O: -1.115 -1.717 4.347  -0.3856
C: 1.040 2.259 9.566  -0.4775
C: -0.106 1.845 0.812  -0.9323
C: 2.920 8.185 -0.024  0.5302
H: 0.763 -1.270 5.011  0.3566
H: -0.547 0.086 2.780  -0.2047
H: 2.018 2.263 10.044  0.3223
H: 4.464 5.929 -0.782  0.2144
C: -1.347 -5.795 -8.886  -0.4824
C: -2.350 -1.091 4.064  -0.5821
H: -1.656 -6.734 -8.436  0.2774
O: -0.966 -3.657 -7.969  -0.3199
O: -1.377 0.270 7.932  -0.5801
O: -1.784 -2.506 -1.592  -0.6088
H: 1.095 -3.716 -8.097  0.3216
H: 1.798 6.596 -2.105  0.2739
H: 0.539 -6.027 -7.873  0.2715
H: 1.826 0.057 2.287  -0.2932
C: -2.115 -2.688 -2.723  0.5389
B: 1.947 -0.574 -0.684  0.3018

The gap between HOMO and LUMO is 5.78 eV. As for the total charge: -1. As for the max |F|: 1.1 eV/A. The calculation puts the HOMO energy at -4.03 eV.

For the records above, the corresponding electronic energy values read -11606.5564 -68791.9741 -32171.7857 -61853.5324 -9954.0472 -234335.2276 -38046.8027 -122327.4937 eV.
For the records above, the corresponding M values read 138.210 839.386 297.278 402.513 108.161 408.897 406.458 596.277 g/mol.